{
  "formula": "C21H49HgN8O10",
  "method": "ωB97M-V/def2-TZVPD",
  "symbols": ["Hg", "N", "O", "O", "O", "C", "C", "O", "N", "C", "H", "H", "H", "H", "H", "H", "H", "C", "C", "O", "N", "C", "H", "H", "H", "H", "H", "H", "H", "C", "C", "O", "N", "C", "H", "H", "H", "H", "H", "H", "H", "C", "C", "O", "N", "C", "H", "H", "H", "H", "H", "H", "H", "C", "C", "O", "N", "C", "H", "H", "H", "H", "H", "H", "H", "C", "C", "O", "N", "C", "H", "H", "H", "H", "H", "H", "H", "C", "C", "O", "N", "C", "H", "H", "H", "H", "H", "H", "H"],
  "coordinates": [[18.005040, -19.117570, 4.485430], [17.288960, -18.626420, 7.275760], [16.692210, -19.606370, 6.833890], [17.660010, -17.827200, 6.441000], [17.540090, -18.463310, 8.479040], [15.115510, -17.490010, 11.380940], [13.694720, -16.893740, 11.093860], [13.002160, -16.410720, 12.042650], [13.159060, -16.809020, 9.884750], [13.836640, -17.283580, 8.658300], [15.862850, -17.010680, 10.748630], [14.985760, -18.536110, 11.103530], [15.259860, -17.388060, 12.456520], [12.267560, -16.334350, 9.888080], [13.220050, -17.974410, 8.083260], [14.749100, -17.854170, 8.831350], [13.954710, -16.383100, 8.055560], [17.088220, -22.497910, 1.791200], [16.961500, -22.164320, 3.283320], [17.165570, -21.016820, 3.681240], [16.775000, -23.194290, 4.112960], [16.781340, -22.990280, 5.555870], [17.751400, -21.740400, 1.373510], [16.162600, -22.207210, 1.294370], [17.311330, -23.545400, 1.588540], [16.745740, -24.174800, 3.872480], [17.787580, -23.169150, 5.934800], [16.165810, -23.799340, 5.949100], [16.264830, -22.105360, 5.927660], [14.305320, -16.801500, 3.603680], [14.547360, -18.020050, 4.358820], [15.629290, -18.602760, 4.241590], [13.541010, -18.504430, 5.060640], [13.536620, -19.835030, 5.652010], [15.013660, -16.053830, 3.960550], [13.319170, -16.424690, 3.875000], [14.494830, -16.885460, 2.533570], [12.627400, -18.087080, 4.954660], [14.533280, -20.217980, 5.871350], [13.085020, -20.659140, 5.099750], [12.970780, -19.776470, 6.581790], [16.498340, -24.650110, 11.639910], [16.574850, -23.844990, 10.388390], [15.743600, -23.984430, 9.466080], [17.511830, -22.927220, 10.300710], [17.798450, -22.055710, 9.174580], [17.525800, -24.837950, 11.951580], [15.994180, -25.602200, 11.474260], [15.977220, -24.158310, 12.461300], [18.051990, -22.818370, 11.147150], [18.849910, -21.769110, 9.154720], [17.008160, -21.314330, 9.056740], [17.658170, -22.592460, 8.236330], [20.288670, -15.738270, 4.838080], [20.835220, -17.187940, 4.778330], [20.099940, -18.161360, 4.892440], [22.166930, -17.362380, 4.569360], [22.865830, -18.705060, 4.518510], [21.070820, -15.088640, 4.445240], [20.076660, -15.489040, 5.877810], [19.395840, -15.567280, 4.236650], [22.775240, -16.570880, 4.722910], [23.789730, -18.470640, 3.989780], [22.354140, -19.491010, 3.963050], [23.201170, -19.067290, 5.490330], [20.704600, -20.024960, 7.696930], [20.029160, -20.998540, 6.711270], [19.131400, -20.676640, 6.003420], [20.332980, -22.292450, 6.755120], [21.392300, -23.060430, 7.482640], [21.538330, -20.476600, 8.234530], [19.865230, -19.855890, 8.371450], [20.928340, -19.054870, 7.253110], [19.808090, -22.776750, 6.040950], [20.940990, -23.452200, 8.394200], [22.288020, -22.499060, 7.748420], [21.710390, -23.915830, 6.886650], [19.110650, -11.607570, 9.361310], [18.235800, -12.799730, 9.273370], [17.293810, -12.921560, 10.032690], [18.654800, -13.789630, 8.396910], [17.967790, -15.112010, 8.303960], [18.621110, -10.688430, 9.039380], [20.013390, -11.763980, 8.770810], [19.382090, -11.387650, 10.393810], [19.103140, -13.462010, 7.553250], [18.133630, -15.793210, 9.138560], [18.414840, -15.648660, 7.467150], [16.898750, -14.929560, 8.194610]],
  "forces_ev_per_a": [[0.0, 1.1, -1.0], [-0.4, -1.1, 1.0], [-1.0, -1.7, 0.8], [1.3, 3.1, -1.0], [-0.2, -0.1, 0.3], [-2.2, 0.3, -0.8], [-0.8, 1.7, 3.8], [1.7, -1.2, -1.5], [1.2, -1.4, -1.4], [-1.2, 0.6, 0.0], [0.1, -0.1, 0.2], [0.6, -0.2, 0.1], [0.2, 0.1, -0.3], [0.1, -0.1, -0.3], [-0.4, 0.0, 0.1], [0.1, 0.6, 0.3], [0.7, -0.3, -0.4], [-0.8, 1.0, 0.5], [1.3, 0.0, -1.2], [-1.3, -2.0, -0.6], [-0.4, 0.2, 1.2], [-0.7, -1.3, 0.3], [0.6, -0.6, 0.1], [-0.4, -0.4, 0.1], [0.2, 0.2, -0.1], [0.0, 0.5, -0.7], [-0.1, 0.6, 0.3], [0.1, -0.2, 0.2], [0.7, 0.4, -0.4], [-0.3, 2.0, 0.3], [2.3, -1.5, -1.3], [-1.3, 0.2, 0.2], [-1.6, -1.3, 0.8], [0.2, -0.5, 0.9], [0.1, 0.1, 0.0], [-0.1, 0.3, -0.6], [-0.3, -0.3, 0.1], [0.3, 0.1, 0.0], [0.1, 0.7, 0.1], [-0.3, 0.5, -0.8], [0.2, -0.1, 0.1], [0.5, -0.5, 0.5], [-3.3, -0.4, -2.3], [1.0, -0.2, 0.9], [2.2, 0.7, 1.1], [-1.0, -0.8, -0.9], [0.0, -0.2, 0.4], [0.1, 0.2, -0.2], [0.0, 0.3, -0.2], [0.2, 0.2, -0.3], [-0.4, 0.6, 0.5], [0.7, 0.8, 0.4], [0.1, -0.6, 0.1], [1.2, -0.6, -0.2], [-1.0, -0.1, 0.0], [1.5, 0.7, 0.3], [0.5, -0.9, 0.2], [0.3, 1.6, -0.2], [-0.1, 0.3, 0.2], [0.0, 0.0, 0.0], [0.0, -0.5, 0.1], [-0.1, -0.1, -0.2], [0.0, -0.2, -0.2], [-0.4, 0.5, 0.2], [-0.5, 0.0, 0.2], [-0.8, -0.8, -0.4], [2.1, 1.0, 2.1], [-1.8, 0.9, -1.6], [1.9, -2.1, 0.2], [-1.1, 0.3, -0.2], [0.0, 0.2, -0.1], [0.1, 0.3, 0.4], [0.1, -0.3, -0.2], [0.2, -0.3, 0.2], [0.2, -0.1, 0.2], [-0.3, 0.3, -0.2], [-0.1, 0.2, -0.1], [0.8, 1.0, -0.4], [-0.3, -1.0, 0.3], [-0.1, -0.4, -0.2], [-0.5, -0.4, 0.5], [0.4, 0.9, -0.3], [-0.2, -0.1, -0.3], [0.1, 0.3, 0.1], [0.0, -0.4, 0.0], [0.1, -0.1, 0.3], [0.1, 0.5, 0.4], [-0.5, 0.1, -0.2], [0.0, -0.4, -0.2]],
  "multiplicity": 2,
  "s2": 0.7520,
  "homo_ev": [-5.17, -8.28],
  "e_lumo_ev": [0.34, 0.24],
  "homo_lumo_gap_ev": [5.5, 8.5],
  "e_tot_ev": -59138.27513,
  "total_charge": 0
}

{
  "formula": "C3H9BNO",
  "method": "ωB97M-V/def2-TZVPD",
  "symbols": ["B", "C", "C", "C", "N", "O", "H", "H", "H", "H", "H", "H", "H", "H", "H"],
  "coordinates": [[0.451568, -2.210360, 2.372848], [-0.846876, -0.121116, 0.269408], [-1.103712, 1.281751, -1.522463], [1.183646, 0.847772, -0.533967], [-0.248114, 0.621485, -0.509454], [0.479555, -0.994969, 2.033389], [1.318613, -2.667701, 3.104007], [-0.135239, -3.159349, 1.720957], [-1.802636, -0.502884, 0.136115], [-0.439492, 1.576178, -2.266836], [-1.735164, 2.064043, -1.095072], [-1.795259, 0.581137, -1.917308], [1.802957, -0.084893, -0.303055], [1.553003, 1.571526, 0.080794], [1.317151, 1.197380, -1.569365]],
  "forces_ev_per_a": [[0.2, -2.5, -1.1], [1.7, -1.3, 1.4], [-0.7, 0.2, 0.7], [1.1, -2.5, -2.5], [-0.5, 0.5, 0.4], [-0.4, 1.3, -0.5], [-0.3, 0.3, 0.2], [0.3, 1.2, 0.9], [-1.9, -0.5, 0.3], [0.7, 1.0, -1.4], [0.7, 0.2, 0.1], [-0.4, -0.9, -0.4], [-1.3, 1.1, -0.5], [0.3, 2.2, 2.0], [0.7, -0.4, 0.4]],
  "multiplicity": 1,
  "homo_ev": [-14.73, -14.91],
  "relative_energy_kcal_mol": 119.52,
  "e_lumo_ev": [-5.77, -6.25],
  "homo_lumo_gap_ev": [9.0, 8.7],
  "e_tot_ev": -7459.06340,
  "total_charge": 1
}

{
  "formula": "CH4NO3P",
  "method": "ωB97M-V/def2-TZVPD",
  "symbols": ["C", "N", "O", "O", "O", "P", "H", "H", "H", "H"],
  "coordinates": [[0.044266, -0.692767, 1.345982], [-0.019912, -0.204260, -1.762129], [-1.195307, 1.628565, 0.281531], [1.332333, 1.310577, -0.165685], [0.149345, -0.964141, -2.695481], [0.090270, 0.886426, 0.431355], [-0.981387, -0.428024, 1.697805], [0.108684, -1.557293, 0.648954], [0.740613, -0.736991, 2.180279], [-0.268906, 0.757908, -1.962611]],
  "forces_ev_per_a": [[-1.3, 1.4, -0.2], [0.0, -2.9, -0.2], [1.3, -1.4, 0.6], [1.6, 0.5, 0.0], [-0.3, 2.0, 1.4], [-1.4, 0.0, -0.5], [0.4, -1.5, 0.3], [-0.1, 0.8, 0.6], [0.0, 0.0, -0.2], [-0.1, 1.1, -1.7]],
  "multiplicity": 1,
  "homo_ev": [-10.31, -10.31],
  "smiles": "CP(=O)=O.N=O",
  "relative_energy_kcal_mol": 87.60,
  "e_lumo_ev": [-1.07, -1.07],
  "homo_lumo_gap_ev": [9.2, 9.2],
  "e_tot_ev": -18021.01920,
  "total_charge": 0
}

{
  "formula": "C4H9NO2",
  "method": "ωB97M-V/def2-TZVPD",
  "symbols": ["C", "C", "O", "C", "C", "O", "N", "H", "H", "H", "H", "H", "H", "H", "H", "H"],
  "coordinates": [[-2.453762, -0.602557, -0.022012], [-0.607258, 0.714547, -0.889624], [-0.172528, 1.742869, -0.422308], [-0.916033, -0.535340, -0.115063], [2.424060, -0.046626, -0.034076], [3.077179, -1.042658, -0.268232], [2.387926, 0.611401, 1.152453], [-2.795525, -0.211182, 0.938792], [-2.831999, -1.618560, -0.146026], [-2.919118, 0.014184, -0.801827], [-0.874191, 0.651503, -1.968039], [1.770224, 0.430514, -0.779115], [-0.439852, -0.489643, 0.868970], [-0.512194, -1.403430, -0.650848], [3.032934, 0.340185, 1.878950], [1.830131, 1.444792, 1.258000]],
  "forces_ev_per_a": [[-0.2, 0.0, 0.0], [0.1, 0.3, 0.1], [-0.2, -0.4, -0.2], [0.1, 0.1, 0.0], [0.1, 0.0, 0.0], [-0.1, 0.2, 0.1], [0.1, -0.1, 0.0], [0.0, 0.0, -0.1], [0.1, 0.1, 0.1], [0.0, -0.2, 0.1], [0.0, 0.1, 0.1], [0.2, -0.1, 0.0], [-0.1, 0.0, -0.2], [-0.1, 0.2, 0.0], [-0.1, 0.0, 0.0], [0.1, -0.1, -0.1]],
  "multiplicity": 1,
  "homo_ev": -9.90,
  "smiles": "CCC=O.NC=O",
  "relative_energy_kcal_mol": 28.76,
  "e_lumo_ev": 0.78,
  "homo_lumo_gap_ev": 10.7,
  "e_tot_ev": -9878.81358,
  "total_charge": 0
}

{
  "formula": "C19H21N3O5S",
  "method": "ωB97M-V/def2-TZVPD",
  "symbols": ["O", "O", "O", "O", "O", "C", "C", "C", "C", "C", "C", "C", "C", "C", "C", "C", "C", "N", "N", "N", "C", "C", "C", "C", "C", "C", "C", "S", "H", "H", "H", "H", "H", "H", "H", "H", "H", "H", "H", "H", "H", "H", "H", "H", "H", "H", "H", "H", "H"],
  "coordinates": [[5.114566, 1.230107, 2.371187], [-4.747893, -2.034807, -1.173946], [-2.462967, 2.653568, -4.754781], [-1.218347, 3.522081, -2.879990], [-3.142446, -0.700704, -2.041162], [3.969409, 1.154727, 1.919753], [-3.721822, -1.415476, -1.055351], [1.766088, 0.024891, 1.785357], [1.316106, 1.129572, 0.951669], [2.091604, 2.216634, 0.769659], [3.055073, 0.040458, 2.240872], [-0.903504, -0.076358, 0.636464], [-0.063042, 1.253921, -1.220514], [-2.014205, -0.164762, -1.503460], [0.115169, 0.833941, 0.102131], [-1.962060, -0.591957, -0.152868], [-1.124641, 0.704822, -2.082696], [3.390954, 2.310394, 1.278447], [-2.981016, -1.419537, 0.130721], [-1.201451, 0.894676, -3.454635], [3.577049, -1.191272, 3.015447], [4.298213, 3.311370, 0.655236], [-3.248306, -2.053953, 1.353234], [-2.504564, -4.107937, 2.776322], [-2.438212, -4.508760, 1.272825], [-2.143689, -3.082667, 1.679085], [0.206553, 2.749992, -5.112218], [-1.203393, 2.519295, -4.016332], [1.169282, -0.952965, 1.932875], [1.716771, 2.922865, 0.067861], [-0.926603, -0.362285, 1.608122], [0.669287, 2.042124, -1.552564], [-1.886336, 0.440260, -4.039314], [3.326885, -0.902167, 4.029650], [3.008758, -2.007431, 2.774620], [4.697495, -1.291536, 2.993016], [4.554830, 4.048510, 1.435540], [5.192796, 2.967993, 0.162461], [3.747782, 3.920202, -0.100723], [-4.270996, -2.451474, 1.368439], [-3.131051, -1.139680, 2.071136], [-3.515419, -4.092923, 3.243424], [-1.693555, -4.422700, 3.453138], [-1.529465, -5.130301, 0.933073], [-3.302803, -4.654270, 0.635649], [-1.139789, -2.709703, 1.365133], [0.460891, 3.798241, -4.975731], [1.081993, 2.265322, -4.731149], [-0.049978, 2.509660, -6.165109]],
  "forces_ev_per_a": [[-0.7, -0.3, -1.0], [0.1, 0.4, -0.5], [2.0, -0.9, -0.4], [1.7, -3.2, -2.6], [-0.2, -0.1, -0.5], [0.2, 1.5, 1.6], [-2.3, -2.6, 1.2], [0.9, -0.6, -0.2], [-1.0, -1.2, 0.0], [0.9, -1.1, 0.2], [-0.3, -1.0, -0.7], [-0.4, 0.7, -3.4], [0.2, 0.0, -0.5], [0.5, 0.2, 1.8], [-2.5, -1.2, 0.0], [4.5, 3.1, 0.3], [1.0, -0.2, 2.1], [-0.3, -1.4, -1.4], [-0.4, 1.1, -3.8], [1.2, 2.6, -1.3], [1.9, 3.9, 0.6], [-1.2, 1.7, 0.8], [1.0, 1.2, 2.4], [0.4, 0.0, -1.2], [1.9, -0.5, 0.2], [-1.1, -0.2, -0.5], [-0.4, 0.5, 0.1], [-3.8, 3.2, 2.3], [0.8, 2.0, -0.3], [0.3, 1.0, -0.2], [0.4, -0.7, 2.9], [-1.0, -1.2, -0.3], [-0.4, -0.4, 0.5], [0.2, -0.4, 0.6], [-1.0, -2.3, -0.8], [-1.3, -0.1, -0.3], [0.3, -0.4, -0.3], [0.2, -0.8, 0.3], [0.1, -0.8, 0.5], [0.4, 0.1, 0.0], [-0.6, -1.9, -0.4], [1.0, 0.4, -0.5], [-0.6, 0.0, -0.6], [-1.6, 1.1, 0.7], [-0.2, -0.2, 0.5], [-0.7, -0.4, 1.2], [-0.4, 0.3, -0.3], [0.3, -0.9, 0.1], [0.1, 0.0, 0.9]],
  "multiplicity": 1,
  "homo_ev": -8.03,
  "smiles": "Cc1cc(-c2cc(NS(C)(=O)=O)c3oc(=O)n(CC4CC4)c3c2)cn(C)c1=O",
  "relative_energy_kcal_mol": 108.05,
  "e_lumo_ev": 0.19,
  "homo_lumo_gap_ev": 8.2,
  "e_tot_ev": -45583.63533,
  "total_charge": 0
}

Question: What is the formula in the first record?
Answer: C21H49HgN8O10